{"formula": "C48H42BrGeIrN4O2S2Se", "method": "ωB97M-V/def2-TZVPD", "symbols": ["H", "C", "O", "H", "C", "H", "C", "C", "H", "C", "C", "H", "Ge", "C", "H", "C", "H", "H", "H", "C", "C", "C", "H", "C", "C", "N", "H", "C", "C", "C", "Br", "H", "H", "H", "H", "C", "C", "Ir", "C", "C", "C", "C", "H", "H", "H", "H", "H", "C", "C", "H", "C", "H", "H", "N", "C", "H", "C", "C", "H", "C", "S", "H", "H", "H", "H", "C", "H", "N", "H", "H", "Se", "C", "H", "C", "O", "C", "C", "C", "C", "H", "H", "C", "N", "H", "C", "C", "H", "H", "C", "C", "H", "C", "C", "H", "C", "S", "C", "H", "C", "C", "C", "H"], "coordinates": [[-2.8890, 0.4698, -1.7047], [-3.5336, 0.7560, -0.8882], [1.9936, 0.7123, 2.4783], [-4.9421, -2.4394, 0.3042], [4.7494, 1.4621, 1.5466], [4.7341, -6.1415, 1.0473], [-0.7299, 2.1977, 2.2728], [-2.9829, 1.3204, 0.2617], [1.2715, 4.1866, 4.1705], [1.6801, -2.7459, -2.6026], [-4.5937, -2.4482, 2.4502], [2.2865, -5.8618, 1.2972], [-1.0654, 1.7892, 0.3756], [-1.3139, -2.9749, -2.6716], [1.1361, 3.7077, -0.5000], [0.3245, 0.6165, -0.4373], [-3.4826, 2.1473, 2.1858], [-3.4034, 2.3501, -4.7108], [-2.6105, -1.8357, -0.2817], [4.2309, -5.3112, 0.5660], [4.2191, 0.2026, 1.7926], [-2.3566, -1.9381, 3.1513], [7.1459, -1.5252, 1.9330], [-4.2014, -2.2940, 1.0802], [-1.3182, -0.6293, -3.3112], [-1.3903, -1.7864, 4.0449], [8.0550, 0.7551, 1.5272], [-0.9063, 0.7042, -3.0834], [0.2043, 4.2075, -0.7444], [-0.9262, 6.1079, -1.6913], [3.6420, 2.9785, 1.2451], [-3.0682, 5.9853, -1.7244], [1.2210, 1.0896, -0.0030], [-3.1436, 3.7651, -0.6766], [-5.2895, 0.1112, -1.9297], [-3.2396, 0.2134, -4.5392], [0.5050, 3.4578, 3.9355], [0.4737, -1.4803, -0.0220], [-3.7089, -2.2835, 3.4632], [4.9532, -4.3833, -0.1665], [-2.1439, 5.4912, -1.4478], [4.2904, -3.3240, -0.7762], [-1.3422, 2.7605, -3.4023], [0.0328, 3.0512, 5.9914], [3.8513, -1.3158, -2.4286], [6.4982, 2.6553, 1.2391], [2.5395, -0.1802, -2.1095], [-1.4147, 1.5718, 3.3107], [2.8599, -5.1619, 0.7019], [1.2089, 5.9331, -1.5245], [6.1205, 1.6632, 1.4461], [-0.7821, -3.6455, -1.9981], [0.7794, 3.6659, 1.8330], [-0.5868, -1.7202, -2.7731], [-1.0121, 3.5697, -0.4892], [-1.6930, 1.3594, 5.4246], [6.9866, 0.5933, 1.6008], [2.1832, -4.0903, 0.1177], [-3.9884, -2.4082, 4.5009], [-5.2298, 1.4530, 1.1753], [0.4698, -3.8560, 0.3541], [2.5386, -2.9988, -3.2383], [1.2075, -3.6802, -2.3025], [-1.4410, -3.4700, -3.6482], [-5.6219, -2.7075, 2.6708], [-2.1819, 4.2353, -0.8503], [4.6879, -1.8535, 2.0453], [2.1863, -2.1056, -1.3600], [6.0282, -4.4697, -0.2651], [3.5978, -0.6747, -0.7793], [0.0848, -1.3373, 3.1997], [5.1094, -0.8655, 1.9094], [-0.8921, 7.0849, -2.1587], [3.1044, -1.0001, -1.6921], [2.3932, -1.1890, 1.3571], [-5.7543, 0.8839, 0.0233], [-3.8629, 1.6803, 1.2837], [-1.6625, 1.7475, -3.6108], [-2.4910, -0.8435, -4.0382], [0.5776, -2.4111, -4.3816], [-5.8855, 1.7292, 1.9927], [0.2259, 3.1547, 2.6114], [-0.7152, -1.3905, 1.5918], [-2.2995, -2.7950, -2.2431], [-1.1521, 1.8759, 4.6402], [-2.8237, 1.5164, -4.3355], [-4.1489, 0.0070, -5.0912], [-2.1746, 0.8296, 3.0885], [6.4786, -0.6786, 1.8299], [0.7168, -1.9028, -3.4124], [4.8764, -2.6080, -1.3325], [-1.9853, -1.7429, 1.7804], [-0.1855, 2.8188, 4.9559], [1.1445, -0.9242, -3.6148], [2.9178, -3.1725, -0.6456], [0.5453, 1.1685, -2.1850], [-4.8994, 0.5460, -1.0162], [-2.8287, -1.8539, -4.2209], [2.7295, -0.0989, 1.9112], [0.2516, 5.4624, -1.3337], [-2.9330, -1.9595, 0.7421], [-6.8207, 0.7121, -0.0646]], "gap_ev": [6.0542, 6.1090], "spin_multiplicity": 2, "e_tot_ha": -10176.980444, "e_homo_ev": [-4.202, -4.266], "total_charge": -1, "relative_energy_ev": 0.0000}